# 1
The following is a DFT calculation (the ωB97M-V functional and the def2-TZVPD basis) of a structure of composition C14H29BrMnN2S4.

Each line ends with the Mulliken spin population.
Positions of all 51 atoms, in Å:
Mn -0.47607 0.69656 -0.76589  1.009
C -3.06023 1.34638 1.44302  0.000
C -1.85511 1.50125 2.35172  0.002
S -0.47805 0.50578 1.72000  -0.010
C 0.93742 1.53989 2.15761  0.002
C 2.17172 0.99838 1.45669  -0.002
S 2.01538 0.85307 -0.33973  -0.003
C 2.54176 2.46493 -0.93860  0.002
C 1.56987 3.59148 -0.64277  0.002
S -0.07171 3.14574 -1.23754  -0.022
C -1.12436 4.02147 -0.07143  0.003
C -2.55136 3.53749 -0.27357  -0.001
S -2.75489 1.74352 -0.28185  0.011
H -3.89791 1.93854 1.81325  0.002
H -3.39376 0.30706 1.41727  -0.001
H -2.09713 1.15614 3.35701  0.000
H -1.51940 2.53415 2.42190  -0.002
H 1.08637 1.52263 3.23820  0.003
H 0.71172 2.55915 1.85632  -0.003
H 2.40007 -0.00619 1.81309  -0.001
H 3.04368 1.61649 1.67490  -0.001
H 2.66407 2.32554 -2.01376  -0.001
H 3.52773 2.67511 -0.52364  0.002
H 1.89753 4.48999 -1.16562  -0.002
H 1.52313 3.82593 0.41940  0.000
H -1.07128 5.09167 -0.27333  0.001
H -0.76371 3.84881 0.94133  -0.003
H -2.92315 3.85610 -1.24767  -0.001
H -3.21896 3.95907 0.47863  -0.001
Br -1.32714 0.25183 -2.88628  0.024
C 1.19159 -3.85314 0.37399  -0.002
C 0.92495 -2.33351 0.47207  -0.005
N 0.08578 -1.86293 -0.64148  -0.012
C 0.78484 -2.16795 -1.91430  0.004
C 1.04477 -3.68245 -2.06519  0.000
N 0.48467 -4.36159 -0.84782  0.000
C -0.99709 -4.10319 -0.75078  0.001
C -1.20069 -2.57794 -0.60587  0.002
H 0.80676 -4.40677 1.22761  0.000
H 2.24636 -4.08969 0.25199  0.000
H 1.86852 -1.79414 0.45417  0.002
H 0.41236 -2.11321 1.40694  0.000
H 1.72188 -1.61571 -1.93289  0.003
H 0.17080 -1.81009 -2.73292  -0.006
H 2.10098 -3.93760 -2.12008  0.000
H 0.53798 -4.10659 -2.92952  0.000
H 0.63814 -5.36593 -0.92366  0.000
H -1.36697 -4.66530 0.10395  0.001
H -1.44872 -4.50388 -1.65542  0.000
H -1.69049 -2.35445 0.34167  0.002
H -1.82265 -2.19191 -1.41112  -0.001

Cartesian forces (eV/Å) of the 2 atoms listed first:
0.261 0.753 1.551
-0.004 0.024 0.170

As for the charge: +2. The orbital gap (spin up / spin down) is 8.78 / 8.84 eV. Its multiplicity is 2. As for the HOMO energy (spin up / spin down): -13.97 / -13.86 eV.

---

# 2
The following is a DFT calculation (the ωB97M-V functional and the def2-TZVPD basis) of a cluster of 9 separate species, C34H54O27 in total.

Each line ends with the Löwdin charge.
Positions of all 115 atoms, in Å:
C -1.59267 -1.58397 -1.54703  0.000
C -1.75367 -1.94097 -2.98803  -0.353
C -2.76267 -1.07797 -3.76203  -0.019
O -1.83267 -0.12197 -4.22603  0.109
C -0.73667 -0.66497 -4.38703  -0.650
O 0.16233 -0.19097 -5.13303  0.103
O -0.60567 -1.68197 -3.62203  0.133
H -0.76867 -1.99997 -1.13203  0.027
H -2.52367 -1.96797 -1.02803  0.114
H -1.61867 -0.50297 -1.37103  0.089
H -1.93967 -3.00097 -2.99603  0.145
H -3.65767 -0.61697 -3.23203  0.173
H -3.11467 -1.62097 -4.63203  0.136
C -2.82267 -4.01097 1.33797  -0.049
C -2.79567 -4.16897 2.77197  -0.306
C -1.59967 -4.94297 3.24897  -0.114
O -0.70567 -4.08697 3.82197  0.128
C -1.13767 -2.89197 3.83197  -0.548
O -0.62367 -1.85797 4.37397  0.087
O -2.32767 -2.88297 3.20697  0.071
H -3.42867 -3.18297 1.00697  0.080
H -3.21467 -4.96697 0.87097  0.125
H -1.79167 -3.86297 1.00397  0.082
H -3.79867 -4.58397 2.97797  0.170
H -1.18667 -5.69597 2.65097  0.114
H -2.00267 -5.47097 4.13297  0.150
C -1.22467 3.13703 -3.61503  0.015
C -0.80867 2.38203 -2.29903  -0.313
C 0.72133 2.21603 -2.02103  -0.029
O 0.98133 3.25203 -1.06903  0.087
C -0.12867 3.67903 -0.62203  -0.590
O -0.09767 4.48003 0.25197  0.160
O -1.24167 3.16103 -1.26803  0.092
H -0.72667 4.08303 -3.56303  0.084
H -2.31567 3.19703 -3.70503  0.091
H -0.96167 2.58003 -4.48303  0.060
H -1.31967 1.43703 -2.27003  0.113
H 1.32033 2.28803 -2.84303  0.108
H 0.93533 1.24403 -1.51103  0.099
C 1.28633 -4.94397 -3.53103  -0.001
C 0.03033 -5.60797 -2.92303  -0.243
C -0.09967 -7.15297 -2.72903  -0.128
O 0.02833 -7.29597 -1.39603  0.083
C 0.14133 -6.16297 -0.66603  -0.459
O 0.17533 -6.03797 0.56097  0.110
O 0.04733 -5.12097 -1.55103  0.033
H 1.35233 -5.01597 -4.53503  0.041
H 2.20033 -5.36297 -3.13703  0.097
H 1.26333 -3.82997 -3.38103  0.091
H -0.87567 -5.19497 -3.42903  0.146
H 0.57633 -7.70797 -3.36203  0.137
H -1.08367 -7.36697 -3.12403  0.127
C 0.37933 1.29803 4.20397  -0.009
C 0.58733 2.80003 4.35397  -0.361
C -0.25367 3.60103 3.30197  -0.114
O -1.14267 4.42303 3.97697  0.096
C -0.87867 4.31003 5.29097  -0.480
O -1.47267 4.81503 6.19297  0.166
O -0.03567 3.19003 5.48197  0.058
H -0.75867 1.06103 4.10897  0.118
H 0.66433 0.81103 5.17597  0.107
H 0.72533 0.78803 3.37497  0.026
H 1.65733 3.07603 4.34897  0.151
H -0.81867 2.99503 2.51997  0.156
H 0.43233 4.21203 2.78797  0.075
C 2.70833 -0.53097 -2.20903  -0.028
C 3.05833 -0.73497 -3.64203  -0.312
C 4.63933 -0.69097 -3.95003  -0.015
O 4.75633 -1.83097 -4.82303  0.091
C 3.59133 -2.40797 -5.00203  -0.574
O 3.37233 -3.18597 -5.91903  0.124
O 2.63433 -1.96497 -4.18003  0.081
H 1.63533 -0.86597 -2.13803  0.096
H 2.84633 0.43603 -1.75903  0.067
H 3.36233 -1.21497 -1.59103  0.118
H 2.60033 0.08303 -4.16403  0.129
H 5.18133 -0.70797 -3.07203  0.096
H 4.96433 0.19303 -4.47303  0.128
C 2.53633 8.35703 1.12497  -0.017
C 3.32533 7.11503 1.37497  -0.311
C 2.62533 6.03603 2.13097  -0.108
O 2.78233 4.90203 1.34197  0.067
C 3.29333 5.18703 0.16197  -0.578
O 3.60233 4.39103 -0.73303  0.109
O 3.57333 6.44303 0.14397  0.130
H 1.64433 8.09103 0.59197  0.086
H 2.95733 9.18703 0.47297  0.119
H 2.28033 8.68503 2.09997  0.080
H 4.20433 7.44003 1.90497  0.150
H 1.58233 6.14403 2.19797  0.117
H 3.03833 6.00303 3.16097  0.156
C -6.54767 0.79503 3.25297  -0.058
O -5.84167 0.10503 2.23897  0.029
C -4.52667 0.31203 2.30297  -0.464
O -3.93767 1.16903 3.27897  -0.074
O -3.80467 -0.33997 1.52497  0.056
C -2.43467 -0.21397 1.62297  -0.050
H -6.14567 0.55603 4.21497  0.087
H -7.56267 0.56003 3.29997  0.074
H -6.37967 1.88203 3.23997  0.109
H -2.16567 0.67103 1.21297  0.067
H -1.88167 -1.00097 1.07397  0.081
H -2.14367 -0.27997 2.68297  0.095
C 2.73233 1.68903 1.07597  -0.019
O 2.80833 0.30003 1.50397  -0.034
C 1.81133 -0.61897 1.17197  -0.290
O 0.69933 -0.21197 0.37997  -0.089
O 2.09133 -1.94997 1.40497  0.008
C 1.02333 -2.85197 1.14297  -0.044
H 3.16133 2.38003 1.90297  0.129
H 1.69633 1.88903 0.87997  0.063
H 3.25933 1.87803 0.15897  0.074
H 0.77433 -2.83897 0.07297  0.086
H 0.11333 -2.72797 1.67997  0.055
H 1.32533 -3.84497 1.54597  0.114

Cartesian forces (eV/Å) of the 2 atoms listed first:
-4.507 1.391 0.117
-2.925 -0.805 2.665

Its SMILES is C[C@H]1COC(=O)O1.C[C@H]1COC(=O)O1.C[C@H]1COC(=O)O1.C[C@H]1COC(=O)O1.C[C@H]1COC(=O)O1.C[C@H]1COC(=O)O1.C[C@H]1COC(=O)O1.COC(=O)OC.COC(=O)OC. The orbital gap is 9.65 eV. Its multiplicity is 1. As for the HOMO energy: -9.71 eV.

---

ΔE to the lowest compared entry with this formula, charge and spin in kJ/mol, matching the order above: 23.8 897.0